No. 1
A cluster of 2 separate species, Cl2H4Si2 in total, computed with ωB97M-V with the def2-TZVPD basis set.

```
8
Properties=species:S:1:pos:R:3
Si 2.04 0.26 -0.34
Si -2.63 -0.98 -0.03
Cl -4.09 0.45 -0.30
Cl 0.34 1.43 -0.24
H 2.54 0.31 1.07
H 1.37 -1.06 -0.56
H 3.07 0.85 -1.13
H -2.64 -1.25 1.54
```

Output
Highest occupied orbital energy (spin up / spin down) ... -6.95 / -11.06 eV
2S+1 ... 3
HOMO-LUMO gap (spin up / spin down) ... 0.2843 / 0.3176 Eh

Atom charges from the natural (NBO) analysis, given in e for atoms 1 to 4:
1 Si 0.871
2 Si 0.521
3 Cl -0.403
4 Cl -0.396

=====

No. 2
A cluster of 10 separate species, C35H52O31S2 in total, computed with ωB97M-V with the def2-TZVPD basis set.

```
120
Properties=species:S:1:pos:R:3
C 5.38 -2.29 4.41
C 4.75 -1.22 3.50
C 3.20 -1.38 3.46
C 2.57 -0.26 4.28
C 1.08 -0.45 4.66
C 0.25 -1.33 3.71
C -0.14 -2.68 4.30
O -0.58 -3.52 3.20
S 0.69 -4.33 2.64
O 1.43 -3.63 1.66
O 0.26 -5.59 2.18
O 1.44 -4.43 4.04
C 0.94 -3.47 5.03
S 0.18 -4.48 6.33
H 5.39 -1.99 5.45
H 4.87 -3.24 4.31
H 6.40 -2.46 4.06
H 5.17 -1.26 2.51
H 4.95 -0.27 3.99
H 2.88 -1.30 2.43
H 2.98 -2.37 3.83
H 2.73 0.69 3.77
H 3.13 -0.21 5.22
H 1.00 -0.76 5.70
H 0.63 0.54 4.64
H 0.68 -1.44 2.72
H -0.70 -0.82 3.57
H -1.00 -2.66 4.96
H 1.83 -2.95 5.34
H 1.06 -5.48 6.47
C 3.37 -1.66 -0.93
C 4.35 -1.14 -1.96
O 4.60 0.19 -1.50
C 4.33 0.24 -0.18
O 4.59 1.16 0.53
O 3.72 -0.89 0.24
H 3.47 -2.72 -0.74
H 2.33 -1.44 -1.19
H 5.29 -1.70 -1.95
H 3.95 -1.14 -2.96
C 0.45 -2.64 -5.36
C 0.30 -1.44 -4.45
O 1.67 -1.09 -4.17
C 2.43 -1.57 -5.18
O 3.58 -1.31 -5.34
O 1.71 -2.38 -5.99
H -0.34 -2.71 -6.10
H 0.51 -3.58 -4.81
H -0.18 -0.60 -4.93
H -0.23 -1.67 -3.53
C 7.34 2.35 0.87
C 7.54 3.74 0.32
O 8.41 4.34 1.29
C 9.08 3.33 1.92
O 10.00 3.49 2.65
O 8.56 2.12 1.58
H 7.20 1.61 0.09
H 6.50 2.29 1.56
H 8.04 3.75 -0.65
H 6.61 4.30 0.24
C -0.63 2.91 -5.42
C -1.77 3.74 -4.87
O -2.58 2.75 -4.22
C -1.78 1.70 -3.91
O -2.12 0.78 -3.23
O -0.57 1.82 -4.49
H 0.32 3.45 -5.44
H -0.84 2.52 -6.41
H -1.44 4.47 -4.12
H -2.33 4.25 -5.64
C 7.77 7.15 -0.21
C 8.14 8.31 -1.10
O 7.20 8.19 -2.17
C 6.12 7.51 -1.70
O 5.10 7.38 -2.29
O 6.38 6.99 -0.48
H 7.95 7.35 0.84
H 8.29 6.23 -0.48
H 8.00 9.28 -0.61
H 9.16 8.25 -1.48
C -6.36 0.77 -3.30
C -5.43 1.41 -4.31
O -6.21 1.36 -5.51
C -7.51 1.29 -5.16
O -8.42 1.40 -5.92
O -7.65 1.08 -3.83
H -6.25 1.17 -2.30
H -6.25 -0.32 -3.25
H -5.21 2.45 -4.07
H -4.50 0.87 -4.43
C -3.87 0.46 1.22
C -3.64 1.85 0.66
O -2.81 2.45 1.66
C -2.18 1.46 2.33
O -1.29 1.62 3.11
O -2.69 0.25 1.99
H -3.97 -0.30 0.45
H -4.74 0.42 1.88
H -3.10 1.83 -0.29
H -4.56 2.42 0.53
C -10.57 -0.87 -5.82
C -11.73 -0.08 -5.25
O -12.51 -1.10 -4.60
C -11.68 -2.13 -4.30
O -11.97 -3.05 -3.61
O -10.47 -1.96 -4.90
H -9.65 -0.30 -5.84
H -10.78 -1.27 -6.81
H -11.42 0.65 -4.51
H -12.32 0.42 -6.02
C -3.77 -4.95 6.40
C -3.93 -6.39 5.96
O -4.75 -6.94 6.99
C -5.44 -5.92 7.56
O -6.33 -6.05 8.33
O -4.98 -4.72 7.13
H -3.68 -4.26 5.57
H -2.92 -4.81 7.07
H -4.45 -6.48 5.00
H -2.98 -6.92 5.90
```

Output
Highest occupied orbital energy ... -10.39 eV
2S+1 ... 1
SMILES string ... CCCCCC[C@H]1OS(=O)(=O)O[C@@H]1S.O=C1OCCO1.O=C1OCCO1.O=C1OCCO1.O=C1OCCO1.O=C1OCCO1.O=C1OCCO1.O=C1OCCO1.O=C1OCCO1.O=C1OCCO1
HOMO-LUMO gap ... 0.3695 Eh

Atom charges from the Löwdin analysis, given in e for atoms 1 to 4:
1 C -0.098
2 C -0.228
3 C -0.209
4 C -0.176

=====

No. 3
A structure of composition C37H64CsF6GeN5O3P, computed with ωB97M-V with the def2-TZVPD basis set.

```
118
Properties=species:S:1:pos:R:3
Cs 0.46 0.02 -1.53
C -4.24 -1.75 -2.51
C -3.65 -2.98 -1.85
C -3.89 -4.23 -2.68
C -4.20 -3.15 -0.44
O -2.23 -2.78 -1.66
Ge -1.03 -2.58 -2.95
O 0.50 -2.58 -2.03
C 1.15 -3.72 -1.42
C 0.39 -4.12 -0.16
C 2.55 -3.24 -1.08
C 1.19 -4.87 -2.42
O -1.15 -0.84 -3.40
C -0.85 -0.22 -4.67
C -1.66 -0.91 -5.76
C -1.26 1.24 -4.54
C 0.65 -0.31 -4.96
H -5.33 -1.83 -2.57
H -3.86 -1.62 -3.53
H -3.99 -0.85 -1.95
H -4.96 -4.43 -2.77
H -3.41 -5.09 -2.22
H -3.49 -4.10 -3.69
H -5.29 -3.28 -0.47
H -3.97 -2.27 0.16
H -3.76 -4.02 0.04
H 0.38 -3.30 0.56
H 0.88 -4.98 0.31
H -0.64 -4.40 -0.39
H 2.52 -2.50 -0.27
H 3.03 -2.81 -1.95
H 3.16 -4.08 -0.72
H 0.18 -5.21 -2.66
H 1.73 -5.72 -2.00
H 1.69 -4.57 -3.34
H -2.72 -0.86 -5.53
H -1.36 -1.96 -5.85
H -1.49 -0.44 -6.73
H -2.29 1.31 -4.19
H -1.19 1.71 -5.52
H -0.61 1.80 -3.86
H 0.99 -1.35 -4.96
H 1.24 0.27 -4.25
H 0.85 0.10 -5.95
C -3.98 1.03 1.24
C -3.85 1.76 -0.07
C -4.84 1.67 -1.04
C -4.71 2.34 -2.25
C -3.57 3.09 -2.51
C -2.56 3.20 -1.57
C -1.33 4.03 -1.84
C -2.73 2.55 -0.34
N -1.72 2.70 0.65
C -1.91 3.51 1.60
C -3.08 4.43 1.81
C -0.83 3.53 2.66
C -0.82 4.59 3.72
N 0.03 2.61 2.65
C 1.14 2.14 3.19
C 1.05 0.94 3.98
C -0.28 0.29 4.19
C 2.22 0.44 4.49
C 3.44 1.07 4.23
C 3.52 2.22 3.44
C 2.40 2.78 2.89
C 2.44 4.01 2.04
H -4.78 0.29 1.18
H -4.23 1.71 2.06
H -3.06 0.52 1.51
H -5.71 1.07 -0.85
H -5.49 2.27 -3.00
H -3.46 3.60 -3.46
H -1.24 4.25 -2.90
H -0.42 3.51 -1.52
H -1.36 4.98 -1.30
H -3.78 4.35 0.98
H -2.75 5.47 1.89
H -3.61 4.18 2.73
H -0.70 5.56 3.25
H -0.01 4.42 4.43
H -1.78 4.60 4.25
H -1.05 1.01 4.46
H -0.21 -0.46 4.98
H -0.59 -0.22 3.28
H 2.19 -0.46 5.10
H 4.35 0.64 4.64
H 4.49 2.66 3.24
H 3.41 4.08 1.55
H 2.32 4.90 2.67
H 1.68 4.00 1.27
C 4.70 -0.93 1.36
N 3.38 -0.85 1.97
C 2.45 0.01 1.27
C 2.85 -1.88 2.73
N 1.58 -2.11 2.72
N 3.79 -2.62 3.45
C 3.36 -3.88 4.02
C 4.77 -1.92 4.27
H 4.60 -0.89 0.27
H 5.19 -1.85 1.63
H 5.32 -0.08 1.66
H 2.72 1.06 1.40
H 1.44 -0.18 1.62
H 2.51 -0.18 0.20
H 1.34 -2.80 3.42
H 2.81 -4.46 3.27
H 2.72 -3.75 4.90
H 4.24 -4.44 4.32
H 4.87 -0.89 3.95
H 5.74 -2.40 4.21
H 4.45 -1.92 5.33
F 1.54 2.22 -0.91
P 2.88 2.40 -1.90
F 1.86 2.59 -3.13
F 2.86 3.97 -1.60
F 4.14 2.51 -2.85
F 3.81 2.13 -0.61
F 2.81 0.77 -2.16
```

Output
Highest occupied orbital energy (spin up / spin down) ... -10.91 / -10.60 eV
2S+1 ... 1
Total charge ... +1
HOMO-LUMO gap (spin up / spin down) ... 0.2651 / 0.1894 Eh

Atom charges from the Löwdin analysis, given in e for atoms 1 to 4:
1 Cs 1.558
2 C -0.025
3 C -0.679
4 C -0.039

=====

No. 4
A structure of composition C34H29CeN7P2SSe2, computed with ωB97M-V with the def2-TZVPD basis set.

```
76
Properties=species:S:1:pos:R:3
Ce 2.77 1.71 -0.39
C 3.18 3.67 3.87
C 3.06 3.45 2.41
N 3.28 2.34 1.75
N 3.40 0.99 2.17
C 4.49 0.44 1.64
N 4.79 -0.85 1.97
S 5.33 1.18 0.30
C 2.85 4.57 1.50
C 3.08 5.90 1.79
C 3.06 6.86 0.77
C 2.71 6.47 -0.51
C 2.50 5.13 -0.74
N 2.55 4.21 0.20
H 3.62 2.76 4.32
H 2.26 3.88 4.41
H 3.84 4.51 4.10
H 4.11 -1.30 2.50
H 5.58 -1.22 1.42
H 3.23 6.19 2.85
H 3.19 7.88 1.02
H 2.72 7.13 -1.34
H 2.40 4.72 -1.78
Se -2.03 -2.73 -1.82
P -2.69 -0.88 -1.10
C -3.61 0.29 -2.20
C -3.39 1.68 -2.34
C -4.13 2.41 -3.24
C -5.05 1.87 -4.11
C -5.28 0.49 -3.97
C -4.62 -0.23 -3.00
C -3.62 -0.97 0.40
C -3.59 -2.17 1.08
C -4.25 -2.34 2.34
C -4.92 -1.23 2.92
C -4.90 -0.04 2.21
C -4.32 0.08 0.96
C -1.21 0.09 -0.64
C 0.11 -0.39 -0.71
N 0.87 0.63 -0.27
N 0.10 1.71 0.03
N -1.16 1.35 -0.15
P 1.17 -1.83 -0.79
Se 3.21 -0.94 -1.10
C 1.13 -3.01 -2.15
C 1.17 -4.38 -1.92
C 1.19 -5.26 -2.99
C 1.17 -4.72 -4.27
C 1.16 -3.36 -4.50
C 1.16 -2.47 -3.44
C 0.94 -2.56 0.79
C 1.88 -3.46 1.36
C 1.72 -3.89 2.67
C 0.61 -3.52 3.42
C -0.41 -2.75 2.82
C -0.21 -2.21 1.55
H -2.79 2.27 -1.64
H -3.95 3.49 -3.35
H -5.61 2.50 -4.75
H -6.08 -0.01 -4.60
H -4.88 -1.29 -2.90
H -3.08 -3.05 0.67
H -4.18 -3.33 2.82
H -5.52 -1.36 3.83
H -5.43 0.80 2.55
H -4.34 1.08 0.45
H 1.23 -4.70 -0.90
H 1.22 -6.34 -2.86
H 1.29 -5.38 -5.16
H 1.08 -2.99 -5.52
H 1.21 -1.39 -3.62
H 2.77 -3.81 0.78
H 2.50 -4.52 3.12
H 0.51 -3.90 4.45
H -1.21 -2.47 3.44
H -0.94 -1.50 1.12
```

Output
Highest occupied orbital energy (spin up / spin down) ... -12.58 / -12.58 eV
2S+1 ... 1
Total charge ... +2
HOMO-LUMO gap (spin up / spin down) ... 0.1898 / 0.1898 Eh

Atom charges from the Löwdin analysis, given in e for atoms 1 to 4:
1 Ce 0.867
2 C 0.024
3 C -0.180
4 N -0.185

=====

Electronic energy (eV)
-40863.094, -122280.830, -135659.559, -219179.323
Maximum force (hartree/bohr)
0.0483, 0.0448, 0.0403, 0.0838
Energy relative to the best compared isomer or geometry (same formula, charge and spin) (eV)
0.185, 0.705, 0.587, 0.648